Entry 1:
This record from OMol25 describes C4H2OS in the gas phase in a non-equilibrium geometry. The level of theory is ωB97M-V with the def2-TZVPD basis set.

## Properties
Spin multiplicity: 1
Energy above the lowest of the compared OMol25 structures with the same formula, charge and spin, eV: 0.007
LUMO, eV: -1.91
Total charge: 0
SMILES: C#CC(=S)C=O
Kohn-Sham gap, eV: 7.77
DFT total energy, Ha: -626.9349

Atoms and positions in Å:
H  0.20443  -0.02894  2.41971
C  0.34839  -0.44393  1.41130
O  0.93028  -1.46032  1.19749
H  0.22070  -0.04821  -3.18544
C  -0.32151  0.36230  0.37827
S  -1.29586  1.53573  0.93792
C  0.04860  -0.07202  -2.14906
C  -0.13503  0.15541  -1.01019



Entry 2:
This record from OMol25 describes 8 unconnected molecules or ions with the total composition C35H50NO17 in a non-equilibrium geometry. The level of theory is ωB97M-V with the def2-TZVPD basis set.

## Properties
Spin multiplicity: 1
Energy above the lowest of the compared OMol25 structures with the same formula, charge and spin, eV: 4.711
LUMO, eV: -4.96
Total charge: +1
Kohn-Sham gap, eV: 5.53
DFT total energy, Ha: -2696.5630

Atoms and positions in Å:
O  -10.00619  -23.92905  3.03135
C  -13.15062  -21.90189  5.16876
C  -16.22703  -25.17468  9.20029
O  -18.13345  -26.54018  7.47658
O  -20.91488  -23.70909  3.25980
H  -16.42379  -27.74790  5.68476
C  -17.91582  -22.66804  6.06060
C  -20.32455  -25.48200  7.74691
C  -15.90782  -27.18859  4.92820
C  -12.18357  -29.93549  8.97433
H  -14.89174  -22.24136  10.47263
C  -12.07126  -22.70058  5.86125
H  -13.71899  -24.40687  11.16167
H  -9.38832  -19.80543  7.34509
H  -12.64422  -30.78098  9.58084
H  -20.22945  -24.43799  7.47766
O  -9.79916  -20.82444  9.89991
H  -16.28346  -23.33478  3.39202
H  -10.11628  -23.73030  1.98694
H  -11.41213  -29.41472  15.17362
H  -11.79160  -22.10867  1.84729
C  -14.22102  -23.99538  8.58341
O  -16.27202  -29.12980  11.59374
H  -13.02231  -29.18020  8.57612
H  -16.87613  -28.61984  12.18355
H  -16.27306  -26.38119  4.56257
C  -19.34013  -26.33469  7.10475
C  -17.52465  -23.12902  4.71216
H  -15.57785  -27.91815  4.28447
C  -10.96387  -23.20052  3.67528
H  -11.65919  -32.39447  7.58764
H  -12.91389  -31.40624  6.67167
H  -11.01306  -20.32414  6.77717
H  -11.21351  -31.63429  6.10822
H  -12.05878  -22.62678  7.06414
H  -14.37739  -24.69589  4.93143
C  -20.31606  -22.76853  5.29552
H  -13.26616  -26.42981  9.42941
H  -16.98706  -24.58926  8.91265
H  -16.04228  -25.91411  8.41712
H  -14.77465  -23.34686  7.69436
O  -12.96315  -26.91459  11.56767
C  -13.71897  -25.71303  4.95690
H  -12.62971  -20.95685  8.53648
H  -19.48716  -26.77171  4.61121
O  -13.94791  -20.92441  3.14934
C  -10.65671  -20.64524  9.03755
H  -20.84847  -27.15039  5.72852
H  -13.69183  -26.01636  4.05220
H  -12.21510  -26.47904  11.55846
C  -13.13218  -21.63790  3.70773
C  -13.06165  -30.74010  12.66561
C  -19.33262  -22.40338  6.35001
H  -12.30193  -21.46459  9.97058
H  -14.21555  -31.07294  10.98027
H  -9.82507  -21.36505  7.17982
C  -11.45463  -30.33311  7.69437
O  -14.32583  -27.34281  6.87416
C  -12.95152  -30.01606  13.97533
C  -19.79412  -27.04980  5.80639
H  -18.38554  -23.65834  2.63634
H  -21.18954  -25.62082  7.78097
C  -18.56832  -23.42343  3.65444
C  -14.41752  -25.12970  10.82162
H  -19.60463  -21.87632  7.26347
N  -15.10458  -24.38372  9.71380
O  -14.24618  -21.41773  5.80423
H  -14.00176  -24.82365  8.09319
C  -14.12504  -30.37214  11.90731
H  -14.82485  -25.37981  11.78053
H  -22.16507  -22.58469  4.74041
H  -13.81569  -28.56832  15.43222
C  -14.65620  -26.76705  5.77835
H  -13.38177  -23.40764  8.98656
O  -17.04373  -22.42364  6.94299
H  -19.94342  -25.21556  8.77376
H  -14.78600  -20.86780  5.27401
O  -16.12361  -28.10750  14.07006
C  -11.96027  -31.44821  6.87399
C  -11.91772  -22.27866  2.98947
C  -13.83652  -26.51844  10.56309
C  -10.89060  -23.29407  5.21130
O  -12.25039  -31.57122  12.44644
H  -12.86631  -25.36723  5.56047
C  -14.08271  -29.05839  14.52240
O  -11.65087  -30.09024  14.53514
H  -16.26866  -22.55092  9.67506
O  -16.24056  -23.08608  4.28549
H  -16.57677  -25.74326  9.97266
O  -21.65254  -22.43760  5.59469
C  -10.20935  -20.43585  7.52238
C  -15.63828  -23.13698  10.37836
C  -15.23751  -28.76789  13.63117
H  -16.35727  -23.11934  11.36755
H  -14.73627  -27.16699  10.49014
O  -10.40653  -29.75514  7.41915
H  -11.66973  -29.33202  9.64388
O  -10.15653  -24.09974  5.79075
C  -12.13231  -20.62084  9.29368
C  -15.26846  -29.36453  12.40011
H  -19.48848  -28.11762  5.81435
C  -20.00797  -23.24646  3.92588
H  -12.16612  -19.59165  9.80113



Entry 3:
This record from OMol25 describes a molecular structure, C37H47N6O2Si4Y. The level of theory is ωB97M-V with the def2-TZVPD basis set.

## Properties
Spin multiplicity: 1
LUMO, eV: -0.63
Total charge: 0
Kohn-Sham gap, eV: 6.34
DFT total energy, Ha: -3113.7268

Atoms and positions in Å:
C  -4.76851  2.58046  1.29735
H  5.84263  -0.19129  1.84385
C  -1.54732  -3.48610  0.19777
H  -5.16236  2.96391  0.37151
C  -2.65491  0.91685  -2.23094
C  2.12965  1.38516  -3.48979
C  1.68676  3.20632  -1.17132
H  5.32735  -1.30755  0.57656
N  -3.18621  -1.74225  -0.00086
H  1.99431  -3.74564  -3.04577
O  -4.61462  1.91433  -1.41917
H  5.55172  0.40312  0.20509
H  -4.02267  1.57469  -3.70531
H  3.28120  -2.16738  2.68621
H  2.15095  -0.98465  3.39080
C  -0.15616  -5.25633  0.99382
C  -4.84413  2.48491  3.70794
H  2.31247  1.97650  2.55685
H  -1.96291  -5.56537  -0.12207
H  -3.22518  -4.69064  -1.61018
Si  2.78297  -1.99257  -1.47339
H  -0.33852  4.30452  0.42437
C  -3.76134  1.61487  3.69475
H  -5.44675  -3.83963  -2.31992
H  -6.18162  3.64287  2.50175
Y  -1.05539  -0.11670  0.42988
C  -0.26599  4.88294  2.49788
C  -3.08857  1.05893  -3.53653
C  0.35029  -2.97186  1.40702
C  -2.32239  0.53066  -4.56158
H  4.18762  -0.80872  -3.20659
H  1.54571  -4.58162  2.13864
C  -0.38747  3.97601  1.45460
C  -0.31859  4.41075  3.79883
N  -2.97525  1.29210  0.11328
H  1.42370  -2.17369  -3.60196
H  0.59789  -2.99239  -2.26374
H  3.88342  -0.86938  3.70856
C  3.13728  -1.11409  2.94548
H  2.34287  0.38294  -3.87215
C  -5.33923  2.96243  2.50718
H  -5.29481  2.78023  4.64693
C  -0.51180  3.05498  4.01830
N  -0.72855  -2.56889  0.72791
H  5.04392  1.18354  -1.91357
H  4.20451  -3.89891  -0.72372
H  0.15558  -0.69264  -2.63325
H  -0.21874  5.09143  4.63461
C  -3.67759  1.70632  1.26496
Si  3.40591  0.03581  1.46717
H  4.63575  -2.51068  -3.02955
C  -4.82639  -3.26085  -1.64777
C  4.33518  -1.61075  -2.48156
O  0.11804  0.00932  2.67920
H  1.78708  3.41926  -0.10413
H  0.06519  -6.31094  1.09117
C  -5.26144  -2.04639  -1.15486
H  4.03533  1.92674  2.96994
N  -0.55962  2.67347  1.65219
C  3.28488  -3.44204  -0.34554
C  0.66640  -4.30625  1.57409
N  -2.07892  0.34018  2.46915
H  -4.69884  -0.35089  0.03353
H  0.96154  -2.19035  1.83148
Si  1.86502  -0.17792  -0.29265
H  4.60026  2.84183  -2.33406
H  -0.50270  -0.54081  -5.01681
H  2.08534  4.05855  -1.73045
C  -3.51638  1.45397  -1.10092
C  -0.63760  2.23828  2.91588
C  -0.76785  -0.21179  -2.92426
C  -4.40155  -1.31884  -0.34520
C  -0.88251  0.75384  2.84587
H  -3.35711  1.21350  4.61711
Si  2.57034  1.60826  -1.65597
H  2.70320  2.09743  -4.09109
C  5.19778  -0.29505  0.96431
C  1.57748  -2.78956  -2.71077
H  5.16343  -1.32535  -1.82894
C  -1.14006  -0.12258  -4.25028
H  0.61804  3.12306  -1.39758
H  -0.57247  2.64224  5.01642
H  4.72944  2.36631  -0.63815
C  -3.18268  1.22724  2.49693
H  3.52205  2.54289  1.39298
C  -3.58640  -3.73594  -1.25418
H  -6.23435  -1.64607  -1.40061
H  3.46520  -3.14623  0.68829
H  1.07071  1.59469  -3.66071
C  -2.80906  -2.96740  -0.40295
C  4.41346  2.02570  -1.62792
H  2.51177  -4.21444  -0.34588
N  -1.50797  0.29152  -1.92790
H  -2.64161  0.62913  -5.59139
H  -0.13049  5.93464  2.28807
C  -1.28165  -4.84035  0.29955
C  3.31370  1.79006  2.15785



Entry 4:
This record from OMol25 describes C5H6O in the gas phase. The level of theory is ωB97M-V with the def2-TZVPD basis set.

## Properties
Spin multiplicity: 1
Energy above the lowest of the compared OMol25 structures with the same formula, charge and spin, eV: 2.671
LUMO, eV: 1.10
Total charge: 0
SMILES: C#C[C@@H]1O[C@@H]1C
Kohn-Sham gap, eV: 11.05
DFT total energy, Ha: -269.2481

Atoms and positions in Å:
H  3.38301  1.17145  0.01852
H  -1.67643  1.24643  0.84111
C  -0.97176  -0.59072  0.01427
C  2.51496  0.54860  0.08052
O  -0.30782  -1.25623  -1.04309
C  -1.29399  0.87752  -0.11913
C  1.55994  -0.18693  0.11466
H  -1.74761  -1.20148  0.48088
H  -0.40604  1.45129  -0.40654
H  -2.07493  1.03858  -0.86785
C  0.41644  -1.08211  0.17265
H  0.60423  -2.01641  0.71401



Entry 5:
This record from OMol25 describes 2 unconnected molecules or ions with the total composition C16H29F3N4O7 in a non-equilibrium geometry. The level of theory is ωB97M-V with the def2-TZVPD basis set.

## Properties
Spin multiplicity: 1
LUMO, eV: -0.99
Total charge: 0
Kohn-Sham gap, eV: 5.29
DFT total energy, Ha: -1672.1498

Atoms and positions in Å:
O  -0.84931  -5.40102  4.81460
O  0.67922  2.14400  -3.88955
O  -0.69179  -3.09512  -2.20613
H  0.58811  6.67972  -4.72570
C  -1.29305  3.16393  -2.99514
H  0.29622  2.38042  -1.88060
H  1.67642  4.33608  -4.64679
C  1.44307  0.54862  3.20067
H  3.07235  -3.04418  2.94740
H  1.14167  -2.89942  4.61459
H  -0.77575  -0.99065  -1.93648
F  -2.02903  2.08298  -2.61531
H  0.80205  -1.73088  -2.23405
C  1.33417  4.89307  -3.77009
C  -2.12858  -3.05787  -2.31771
C  1.03509  -3.78134  2.64711
C  -2.62296  -2.15144  -3.49866
C  1.78922  -1.39200  2.35605
H  -0.56158  5.35812  -4.71897
H  -3.32236  -1.40237  -3.09100
C  -0.16815  -1.88932  -1.71370
H  0.63152  1.77748  4.68579
C  0.21043  -2.00025  -0.19566
O  -1.40660  1.96526  2.56291
F  -1.65835  4.16460  -2.13995
H  -1.11812  -2.54639  3.98790
H  -1.27540  0.59989  1.02867
H  2.57983  -3.00651  1.21495
H  2.18566  5.50069  -3.44588
H  -1.45268  2.35997  0.51652
H  -0.26751  6.25136  -3.22669
H  0.81351  -2.92653  -0.12015
C  -0.98261  1.65434  1.22510
H  0.09875  -3.30635  2.29546
C  2.23451  -2.84460  2.25447
O  -1.52895  -3.31827  4.40994
H  -2.51407  -2.69787  -1.33854
C  0.20499  5.85010  -4.12477
O  1.04541  -0.84752  0.06522
N  1.41404  1.57698  4.08221
H  -2.15064  1.38388  2.77087
C  0.57527  1.69178  1.13548
H  -2.43460  -4.10307  -2.51069
O  1.05785  4.04296  -2.67633
H  2.21463  2.19611  4.07904
F  -1.73566  3.52391  -4.20639
N  1.89369  -0.71911  3.51393
H  0.87835  2.66376  1.56047
H  -3.04853  -2.72535  -4.33546
H  0.85964  1.60928  0.07167
C  0.88434  -3.90437  4.21645
H  -1.74915  -1.59776  -3.89745
C  0.23776  2.85298  -2.90068
N  1.09007  0.56523  1.92259
H  -0.67403  -2.08056  0.46505
N  1.29059  -0.63247  1.37003
H  1.19421  -4.77601  2.19355
C  -0.58349  -4.30021  4.50431
H  1.57029  -4.64866  4.64549



Entry 6:
This record from OMol25 describes C4H6O2 in the gas phase in a non-equilibrium geometry. The level of theory is ωB97M-V with the def2-TZVPD basis set.

## Properties
Spin multiplicity: 1
Energy above the lowest of the compared OMol25 structures with the same formula, charge and spin, eV: 3.545
LUMO, eV: 0.94
Total charge: 0
SMILES: O=CC[C@H]1CO1
Kohn-Sham gap, eV: 10.69
DFT total energy, Ha: -306.3760

Atoms and positions in Å:
H  -1.64574  -0.64591  1.18934
H  0.93172  1.12058  -1.79447
H  1.87369  -0.36727  -1.29720
C  -0.64132  -0.54654  0.76937
C  -0.61346  -0.01564  -0.65914
H  -0.11314  -1.50012  0.77052
O  1.36556  0.41012  1.63063
C  0.16023  0.48172  1.52984
O  -0.12347  -0.79575  -1.70303
H  -1.63695  0.34201  -0.97544
C  0.84709  0.14145  -1.33645
H  -0.40422  1.37534  1.87602